Entry 1:
The following is a DFT calculation (the ωB97M-V functional and the def2-TZVPD basis) of C28H31BN2O5S5V as an isolated structure.

Each line ends with the Mulliken spin population.
Cartesian coordinates (Å):
V (0.121, -1.689, 0.088)  1.11
C (3.856, -4.307, 1.844)  0.00
S (5.345, -3.797, 0.947)  0.00
C (5.129, -2.059, 0.916)  0.00
C (4.115, -1.398, 0.294)  0.00
S (2.811, -2.033, -0.609)  0.00
S (4.193, 0.352, 0.496)  0.00
C (5.644, 0.462, 1.421)  0.00
S (6.354, 1.892, 1.900)  0.00
S (6.305, -1.084, 1.771)  0.00
H (3.901, -5.392, 1.941)  0.00
H (2.971, -4.029, 1.273)  0.01
H (3.830, -3.855, 2.835)  0.00
C (1.697, 3.933, 2.974)  0.00
C (1.468, 2.479, 2.642)  0.00
C (1.831, 1.491, 3.541)  0.00
C (1.607, 0.154, 3.206)  0.05
C (2.002, -0.957, 4.143)  0.00
C (1.033, -0.157, 1.992)  -0.04
C (0.669, 0.818, 1.013)  0.01
C (0.900, 2.156, 1.416)  -0.01
N (0.155, 0.325, -0.142)  0.00
C (-0.199, 1.005, -1.383)  -0.15
C (-1.625, 0.565, -1.769)  0.08
C (-2.027, 1.095, -3.146)  0.00
C (-1.988, 2.623, -3.135)  0.00
C (-0.572, 3.083, -2.786)  0.00
C (0.403, 2.569, -3.849)  0.00
C (0.371, 1.040, -3.860)  0.00
C (-1.046, 0.564, -4.196)  0.01
C (0.768, 0.512, -2.479)  0.07
C (-0.166, 2.543, -1.408)  0.00
H (2.108, 4.045, 3.978)  0.00
H (0.765, 4.502, 2.924)  0.00
H (2.397, 4.392, 2.272)  0.00
H (2.291, 1.747, 4.490)  0.00
H (2.367, -0.560, 5.092)  0.00
H (2.794, -1.570, 3.705)  0.00
H (1.155, -1.616, 4.348)  0.00
H (0.913, -1.243, 1.852)  -0.02
H (0.637, 2.980, 0.775)  0.00
H (-2.320, 0.908, -0.995)  0.01
H (-1.661, -0.528, -1.764)  -0.04
H (-3.040, 0.751, -3.382)  0.00
H (-2.699, 3.007, -2.395)  0.00
H (-2.283, 3.024, -4.113)  0.00
H (-0.537, 4.178, -2.755)  0.00
H (1.417, 2.918, -3.625)  0.00
H (0.127, 2.966, -4.834)  0.00
H (1.074, 0.658, -4.608)  0.00
H (-1.074, -0.529, -4.204)  0.00
H (-1.336, 0.912, -5.196)  0.00
H (1.784, 0.823, -2.217)  0.01
H (0.776, -0.581, -2.481)  -0.04
H (-0.848, 2.941, -0.649)  0.00
H (0.842, 2.896, -1.179)  0.00
O (-0.244, -2.903, -1.681)  0.00
N (-0.074, -3.982, -1.063)  0.00
O (-0.205, -5.077, -1.582)  -0.01
O (0.246, -3.849, 0.162)  0.00
O (-2.765, -0.746, 1.305)  0.01
B (-1.998, -1.754, 0.606)  -0.05
O (-3.003, -2.676, 0.102)  0.00
C (-4.220, -2.212, 0.443)  0.00
C (-5.468, -2.731, 0.158)  0.00
C (-6.581, -2.024, 0.621)  0.00
C (-6.437, -0.846, 1.339)  0.00
C (-5.172, -0.325, 1.626)  0.00
C (-4.076, -1.026, 1.168)  0.00
H (-5.565, -3.648, -0.408)  0.00
H (-7.575, -2.402, 0.410)  0.00
H (-7.319, -0.319, 1.683)  0.00
H (-5.045, 0.595, 2.182)  0.00

Results
* ⟨S²⟩: 0.77
* calculated total energy: -4531.13251 Eh
* multiplicity: 2
* total charge: -2
* relative energy (zero: lowest compared OMol25 entry of this formula, charge and spin): 13.26 kJ/mol
* frontier orbital gap (alpha / beta): 5.114 / 4.473 eV
* LUMO level (alpha / beta): 4.260 / 4.260 eV

***

Entry 2:
The following is a DFT calculation (the ωB97M-V functional and the def2-TZVPD basis) of C28H31Br2F9N4O5PS2 as an isolated structure at a distorted geometry.

Each line ends with the Löwdin charge.
Cartesian coordinates (Å):
C (-1.038, 5.793, -1.952)  -0.07
C (-2.033, 4.669, -2.130)  -0.28
O (-1.495, 3.669, -2.991)  -0.14
C (-1.549, 2.382, -2.418)  -0.20
C (-1.009, 1.351, -3.410)  -0.15
O (0.091, 0.632, -2.866)  -0.11
C (-0.160, -0.745, -2.628)  -0.13
C (-0.658, -0.930, -1.209)  -0.04
C (0.218, -0.932, -0.144)  -0.09
C (1.698, -0.754, -0.422)  -0.10
C (2.411, -1.989, -0.999)  -0.09
C (3.352, -1.656, -2.147)  -0.48
N (4.467, -2.530, -2.362)  0.10
O (3.198, -0.696, -2.855)  0.11
C (-0.283, -1.050, 1.180)  -0.12
C (0.727, -0.997, 2.294)  -0.17
C (1.684, -2.200, 2.360)  -0.15
C (3.026, -1.814, 3.002)  -0.15
C (4.259, -2.391, 2.306)  -0.14
N (4.966, -1.464, 1.440)  -0.10
C (5.723, -1.870, 0.372)  -0.14
C (6.267, -0.778, -0.235)  -0.10
C (5.851, 0.362, 0.500)  -0.08
C (5.068, -0.110, 1.516)  -0.11
C (-1.650, -1.209, 1.389)  -0.15
S (-2.239, -1.417, 3.051)  0.78
O (-3.599, -1.840, 3.149)  -0.25
O (-1.329, -2.262, 3.779)  -0.26
C (-2.276, 0.247, 3.932)  -0.43
F (-1.047, 0.643, 4.312)  0.11
F (-2.942, -0.039, 5.056)  0.13
C (-3.042, 1.408, 3.196)  -0.35
F (-3.988, 1.859, 4.045)  0.16
F (-3.688, 0.952, 2.118)  0.16
C (-2.215, 2.676, 2.833)  -0.34
F (-3.115, 3.548, 2.326)  0.16
F (-1.701, 3.245, 3.930)  0.17
C (-1.115, 2.540, 1.745)  -0.53
F (0.028, 2.081, 2.248)  0.19
F (-0.867, 3.765, 1.265)  0.18
F (-1.519, 1.780, 0.738)  0.19
C (-2.547, -1.245, 0.287)  -0.18
N (-3.883, -1.430, 0.490)  0.10
C (-4.636, -1.417, -0.552)  -0.70
Br (-6.479, -1.681, -0.241)  0.80
C (-4.139, -1.212, -1.879)  -0.46
P (-5.211, -1.178, -3.370)  0.30
S (-5.173, -2.756, -4.466)  -0.01
N (-2.867, -1.066, -2.102)  0.14
C (-2.053, -1.087, -1.011)  -0.14
H (-1.502, 6.591, -1.374)  0.07
H (-0.708, 6.161, -2.920)  0.07
H (-0.175, 5.428, -1.398)  0.07
H (-2.240, 4.212, -1.159)  0.10
H (-2.989, 5.013, -2.529)  0.12
H (-2.581, 2.114, -2.164)  0.12
H (-0.928, 2.315, -1.522)  0.11
H (-1.814, 0.696, -3.735)  0.11
H (-0.645, 1.901, -4.277)  0.13
H (0.777, -1.261, -2.795)  0.10
H (-0.877, -1.146, -3.339)  0.13
H (2.239, -0.458, 0.474)  0.10
H (1.800, 0.080, -1.114)  0.12
H (1.656, -2.682, -1.381)  0.13
H (2.981, -2.542, -0.256)  0.08
H (4.201, -3.498, -2.219)  0.08
H (5.199, -2.287, -1.702)  0.02
H (0.300, -0.888, 3.276)  0.08
H (1.319, -0.097, 2.123)  0.10
H (1.203, -2.909, 3.033)  0.11
H (1.803, -2.712, 1.410)  0.10
H (3.132, -0.738, 3.109)  0.09
H (3.045, -2.206, 4.017)  0.11
H (4.014, -3.288, 1.740)  0.12
H (4.956, -2.720, 3.080)  0.12
H (5.811, -2.912, 0.113)  0.12
H (6.901, -0.767, -1.104)  0.10
H (6.094, 1.387, 0.293)  0.09
H (4.595, 0.505, 2.261)  0.11
H (-6.508, -0.799, -2.983)  -0.05
H (-4.687, -0.066, -4.055)  -0.03
Br (-7.864, -3.282, -5.371)  -0.71

Results
* calculated total energy: -8865.31965 Eh
* total charge: -1
* frontier orbital gap: 3.547 eV
* LUMO level: 0.574 eV

***

Entry 3:
The following is a DFT calculation (the ωB97M-V functional and the def2-TZVPD basis) of C28H31CeF6N6O2PS as an isolated structure at a distorted geometry.

Each line ends with the Löwdin charge.
Cartesian coordinates (Å):
Ce (-2.038, 0.920, 1.472)  1.47
C (-3.849, -3.270, 2.186)  0.02
C (-3.267, -2.089, 1.508)  -0.19
N (-3.534, -0.868, 1.808)  -0.07
N (-4.422, -0.553, 2.831)  0.14
C (-4.583, 0.720, 2.933)  -0.34
O (-3.989, 1.608, 2.057)  -0.18
C (-5.343, 1.237, 4.068)  -0.16
C (-5.635, 2.602, 4.087)  -0.01
C (-6.345, 3.145, 5.145)  -0.05
C (-6.757, 2.323, 6.184)  -0.04
C (-6.467, 0.963, 6.169)  -0.05
C (-5.761, 0.410, 5.115)  -0.01
C (-2.342, -2.207, 0.348)  -0.20
C (-2.050, -3.409, -0.232)  0.04
C (-1.279, -3.420, -1.400)  0.02
C (-0.853, -2.228, -1.936)  0.00
C (-1.167, -1.045, -1.272)  -0.11
N (-1.877, -1.036, -0.148)  0.01
H (-4.420, -2.965, 3.057)  0.09
H (-3.053, -3.957, 2.482)  0.11
H (-4.516, -3.808, 1.505)  0.12
H (-5.316, 3.232, 3.269)  0.12
H (-6.578, 4.201, 5.157)  0.12
H (-7.310, 2.745, 7.014)  0.12
H (-6.794, 0.330, 6.984)  0.12
H (-5.536, -0.646, 5.104)  0.11
H (-2.427, -4.328, 0.195)  0.13
H (-1.036, -4.360, -1.880)  0.13
H (-0.276, -2.188, -2.849)  0.12
H (-0.821, -0.096, -1.651)  0.07
F (0.051, 0.822, 2.114)  -0.28
P (-0.251, 1.407, 3.753)  0.30
F (-1.330, 2.470, 2.885)  -0.21
F (0.609, 0.261, 4.293)  0.01
F (-1.582, 0.313, 3.579)  -0.19
F (0.865, 2.442, 3.566)  0.00
F (-0.832, 1.913, 5.073)  0.02
C (0.659, 5.280, 0.229)  -0.05
C (0.305, 4.361, -0.951)  -0.16
C (-0.613, 3.285, -0.549)  -0.09
N (-1.334, 2.452, -0.215)  0.10
H (1.315, 6.067, -0.136)  0.09
H (1.185, 4.726, 1.004)  0.08
H (-0.230, 5.744, 0.651)  0.09
H (1.182, 3.850, -1.356)  0.12
H (-0.177, 4.900, -1.767)  0.14
C (2.116, -0.840, -5.574)  -0.10
C (2.940, 0.332, -5.053)  -0.23
C (2.548, 0.751, -3.646)  -0.20
N (2.955, -0.301, -2.707)  0.04
C (2.651, -0.357, -1.421)  -0.78
S (1.583, 0.704, -0.632)  0.68
N (3.196, -1.374, -0.679)  0.10
C (4.040, -2.466, -1.013)  -0.39
O (3.853, -3.508, -0.441)  0.14
C (5.157, -2.257, -1.976)  -0.19
C (5.472, -3.294, -2.847)  -0.01
C (6.539, -3.153, -3.723)  -0.05
C (7.302, -1.992, -3.702)  -0.05
C (7.003, -0.968, -2.810)  -0.06
C (5.923, -1.096, -1.949)  -0.04
H (2.395, -1.105, -6.593)  0.08
H (1.050, -0.592, -5.580)  0.08
H (2.251, -1.737, -4.962)  0.07
H (2.827, 1.198, -5.707)  0.12
H (4.007, 0.084, -5.070)  0.11
H (1.468, 0.884, -3.569)  0.10
H (3.013, 1.695, -3.362)  0.12
H (3.657, -0.944, -3.050)  0.12
H (2.749, -1.489, 0.221)  0.12
H (4.886, -4.204, -2.825)  0.13
H (6.784, -3.953, -4.410)  0.12
H (8.144, -1.890, -4.375)  0.12
H (7.618, -0.078, -2.779)  0.11
H (5.691, -0.307, -1.242)  0.12

Results
* calculated total energy: -3378.22694 Eh
* total charge: +2
* frontier orbital gap: 5.078 eV
* LUMO level: -8.514 eV